## 1
The following is a DFT calculation (ωB97M-V/def2-TZVPD) of one molecule with the formula C6H11NS2.

Results
Kohn-Sham gap ... 8.02 eV
Multiplicity ... 1
LUMO level ... 0.45 eV

Geometry (Å):
1 C 1.41 0.55 -1.16
2 C -0.80 -1.80 -0.29
3 C 1.61 -1.41 0.82
4 C -0.23 0.74 0.16
5 C -1.43 0.79 -0.73
6 C -0.12 1.91 1.12
7 N -1.66 -2.68 -0.15
8 S -0.08 -0.95 1.03
9 S 2.63 -0.42 -0.30
10 H 1.17 -0.25 -1.94
11 H -0.23 -1.56 -1.21
12 H 2.20 -1.41 1.77
13 H -2.25 0.47 -0.18
14 H -1.24 0.13 -1.58
15 H -1.56 1.78 -1.21
16 H 0.63 1.78 1.81
17 H -1.05 2.09 1.70
18 H 0.10 2.91 0.49
19 H -2.01 -3.31 -0.83
20 H 2.92 0.65 0.69

Löwdin population analysis, charges in e, atoms 1 to 6: -0.402 -0.527 -0.720 -0.582 -0.145 -0.121

=====

## 2
The following is a DFT calculation (ωB97M-V/def2-TZVPD) of one molecule with the formula C6H11NS2.

Results
Kohn-Sham gap ... 8.78 eV
Multiplicity ... 1
LUMO level ... 0.59 eV

Geometry (Å):
1 C 1.16 -0.46 0.17
2 C -0.61 -2.13 0.19
3 C -1.54 -1.16 -0.46
4 C -0.04 0.87 0.19
5 C 0.28 1.46 -1.21
6 C 0.38 1.84 1.24
7 N 0.74 -1.70 0.25
8 S 2.76 -0.21 -0.01
9 S -1.71 0.32 0.50
10 H -0.80 -2.16 1.27
11 H -0.69 -3.13 -0.18
12 H -1.03 -1.00 -1.50
13 H -2.56 -1.47 -0.45
14 H 0.12 0.83 -2.08
15 H 1.19 1.80 -1.39
16 H -0.54 2.30 -1.23
17 H 0.05 2.95 1.11
18 H 1.47 1.90 1.27
19 H -0.01 1.56 2.19
20 H 1.38 -2.39 0.12

Löwdin population analysis, charges in e, atoms 1 to 6: -0.739 -0.273 -0.475 -0.746 -0.116 -0.158

=====

Most stable: 2. Least stable: 1.

=====

## 1
The following is a DFT calculation (ωB97M-V/def2-TZVPD) of one molecule with the formula C17H15N3O2.

Results
Kohn-Sham gap ... 8.20 eV
Multiplicity ... 1
LUMO level ... 0.07 eV

Geometry (Å):
1 C -6.13 -2.20 0.38
2 C -5.06 -1.16 0.22
3 C -3.75 -1.51 0.04
4 C -2.75 -0.52 -0.10
5 C -1.39 -0.81 -0.28
6 C -0.48 0.21 -0.40
7 C -0.96 1.55 -0.40
8 N -2.22 1.84 -0.24
9 C -3.12 0.85 -0.08
10 C -4.48 1.19 0.11
11 C -5.41 0.21 0.26
12 H -6.45 0.46 0.40
13 H -4.75 2.23 0.13
14 C -0.04 2.72 -0.63
15 H 0.78 2.46 -1.29
16 H 0.37 3.08 0.32
17 H -0.62 3.53 -1.06
18 C 0.96 -0.14 -0.58
19 O 1.34 -0.93 -1.42
20 N 1.78 0.48 0.33
21 N 3.11 0.41 0.52
22 C 3.88 -0.28 -0.23
23 C 5.29 -0.29 0.05
24 C 6.05 0.33 1.02
25 C 7.38 -0.06 0.78
26 C 7.35 -0.89 -0.31
27 O 6.10 -1.03 -0.76
28 H 8.12 -1.41 -0.83
29 H 8.25 0.22 1.34
30 H 5.68 0.97 1.79
31 H 3.56 -0.88 -1.07
32 H 1.34 1.08 1.03
33 H -1.05 -1.84 -0.31
34 H -3.45 -2.54 0.01
35 H -5.72 -3.20 0.33
36 H -6.88 -2.09 -0.41
37 H -6.64 -2.07 1.33

Löwdin population analysis, charges in e, atoms 1 to 6: -0.052 -0.275 0.007 -0.137 0.065 -0.082

=====

## 2
The following is a DFT calculation (ωB97M-V/def2-TZVPD) of one molecule with the formula C17H15N3O2.

Results
Kohn-Sham gap ... 8.49 eV
Multiplicity ... 1
LUMO level ... 0.50 eV

Geometry (Å):
1 N -3.37 2.52 0.81
2 N -1.11 2.22 1.68
3 O -3.83 1.43 -1.27
4 O 3.02 -4.02 -0.20
5 C -1.66 0.71 -1.70
6 C 2.75 1.02 0.92
7 C 1.62 1.82 0.76
8 C -2.96 0.70 -2.09
9 C -2.37 2.70 1.73
10 C -3.01 1.88 -0.29
11 C -0.72 1.55 0.60
12 C 1.06 -2.60 -0.23
13 C 3.07 -1.57 0.50
14 C 0.25 -1.51 -0.10
15 C 2.41 -2.76 0.10
16 C -1.67 1.34 -0.42
17 C 2.29 -0.37 0.59
18 C 0.97 -0.34 0.30
19 N 0.53 1.00 0.49
20 C 4.43 -4.16 -0.19
21 C -3.42 -0.31 -3.19
22 C -2.61 3.48 2.93
23 H -0.71 0.37 -2.20
24 H 3.80 1.45 0.96
25 H 1.72 2.89 0.87
26 H 0.38 -3.42 -0.55
27 H 4.04 -1.54 0.81
28 H -0.76 -1.58 -0.46
29 H 4.64 -5.14 -0.66
30 H 4.89 -3.39 -0.67
31 H 4.89 -4.25 0.78
32 H -4.13 0.31 -3.87
33 H -3.87 -1.20 -2.84
34 H -2.40 -0.57 -3.70
35 H -3.19 2.99 3.68
36 H -3.21 4.35 2.65
37 H -1.78 4.00 3.45

Löwdin population analysis, charges in e, atoms 1 to 6: 0.205 0.193 0.121 -0.100 -0.004 0.002

=====

Most stable: 1. Least stable: 2.

=====

## 1
The following is a DFT calculation (ωB97M-V/def2-TZVPD) of a 10-piece molecular cluster, C5H30N2O10 overall.

Results
Kohn-Sham gap ... 8.26 eV
Multiplicity ... 1
LUMO level ... -0.05 eV

Geometry (Å):
1 C -1.79 0.21 -3.26
2 O -1.37 1.56 -3.06
3 C -0.83 -0.82 -2.70
4 C -0.40 -0.44 -1.22
5 C -0.46 -1.49 -0.17
6 C -1.48 -1.63 0.69
7 N -1.31 -2.68 1.67
8 N 0.79 -2.11 -0.02
9 H -1.81 0.16 -4.35
10 H -2.78 0.09 -2.80
11 H -0.84 1.72 -2.27
12 H 0.11 -0.76 -3.24
13 H -1.18 -1.84 -2.74
14 H -1.11 0.37 -1.02
15 H 0.53 0.12 -1.32
16 H -2.41 -1.09 0.58
17 H -1.93 -2.57 2.47
18 H -1.55 -3.57 1.25
19 H 0.83 -2.90 0.61
20 H 1.59 -1.52 0.17
21 H -2.75 1.80 0.76
22 H -3.79 1.72 2.00
23 O -3.20 1.25 1.40
24 H 0.00 -3.66 -1.52
25 H 1.42 -3.69 -2.21
26 O 0.50 -3.91 -2.29
27 H 1.96 0.61 -0.28
28 H 2.69 1.20 0.77
29 O 2.90 0.74 -0.07
30 H 0.87 0.55 1.68
31 H 1.44 1.39 2.79
32 O 1.16 1.46 1.87
33 H 0.01 3.39 3.41
34 H 0.28 3.34 1.99
35 O 0.56 3.85 2.76
36 H 2.79 1.54 -3.25
37 H 3.41 1.60 -1.92
38 O 2.80 2.10 -2.47
39 H -0.32 -1.10 2.99
40 H -1.21 0.05 3.46
41 O -0.43 -0.47 3.70
42 H 3.29 -1.44 2.21
43 H 2.45 -1.92 3.46
44 O 2.44 -1.78 2.51
45 H -1.14 3.67 -0.40
46 H -0.14 3.75 -1.60
47 O -0.60 3.15 -1.00

Löwdin population analysis, charges in e, atoms 1 to 6: -0.254 -0.100 -0.145 -0.133 -0.352 -0.147

=====

## 2
The following is a DFT calculation (ωB97M-V/def2-TZVPD) of a 10-piece molecular cluster, C5H30N2O10 overall.

Results
Kohn-Sham gap ... 7.83 eV
Multiplicity ... 1
LUMO level ... 0.17 eV

Geometry (Å):
1 C 0.48 -2.50 0.70
2 O -0.08 -2.88 -0.50
3 C 1.27 -1.21 0.47
4 C 0.43 0.04 0.11
5 C 0.85 1.17 1.00
6 C -0.01 1.57 1.97
7 N 0.35 2.57 2.93
8 N 2.20 1.64 0.86
9 H 1.15 -3.24 0.92
10 H -0.31 -2.20 1.40
11 H -1.07 -2.76 -0.73
12 H 2.05 -1.45 -0.27
13 H 1.99 -1.01 1.29
14 H -0.58 -0.24 0.15
15 H 0.57 0.37 -0.96
16 H -1.03 1.22 1.91
17 H -0.17 2.65 3.80
18 H 1.29 2.63 3.23
19 H 2.35 2.36 1.63
20 H 2.31 1.87 -0.08
21 H -0.15 -0.73 3.45
22 H 0.43 -0.45 4.80
23 O -0.09 -1.10 4.26
24 H 3.99 0.27 0.16
25 H 4.04 -0.59 -1.09
26 O 4.65 -0.38 -0.36
27 H 2.97 -2.57 -3.02
28 H 2.06 -2.49 -1.71
29 O 2.51 -1.97 -2.40
30 H -1.69 1.48 -4.34
31 H -0.55 0.92 -3.63
32 O -1.50 1.31 -3.41
33 H -2.88 0.05 1.55
34 H -3.87 0.97 2.03
35 O -2.98 0.96 1.74
36 H -3.41 -2.20 -0.09
37 H -2.91 -0.86 -0.31
38 O -2.97 -1.55 0.44
39 H -2.05 3.35 -0.31
40 H -0.72 3.75 -0.09
41 O -1.47 4.15 -0.56
42 H 0.24 -1.72 -4.31
43 H 1.20 -1.38 -3.32
44 O 0.54 -1.02 -3.93
45 H -3.64 0.86 -1.47
46 H -2.52 0.29 -2.22
47 O -3.27 0.06 -1.68

Löwdin population analysis, charges in e, atoms 1 to 6: -0.277 -0.094 -0.173 -0.130 -0.365 -0.158

=====

Most stable: 1. Least stable: 2.